Molecular formula: C4H33N2O12
Method: DFT, ωB97M-V/def2-TZVPD

Cartesian coordinates (Å):
N -2.03 0.00 1.52
C -1.94 -0.25 0.09
C -0.49 -0.44 -0.32
N -0.21 -0.42 -1.63
C -1.20 -0.20 -2.76
C -0.35 0.34 -3.87
O 0.41 -0.50 0.53
H -1.97 -0.94 1.97
H -2.93 0.42 1.78
H -1.23 0.56 1.87
H -2.39 -1.17 -0.31
H -2.36 0.64 -0.46
H 0.77 -0.58 -1.95
H -1.53 -1.24 -2.93
H -2.00 0.46 -2.47
H 0.68 -0.06 -4.00
H -0.23 1.42 -3.90
H -0.64 0.18 -4.92
H -2.75 -3.70 -1.13
H -2.83 -2.84 -0.01
O -2.75 -2.74 -0.97
H 0.94 -1.99 2.05
H 1.28 -2.62 3.29
O 0.80 -2.87 2.48
H 3.45 -0.90 0.85
H 4.73 -0.80 0.15
O 4.03 -0.21 0.49
H 0.66 3.11 -0.76
H 1.56 4.18 -1.20
O 0.74 3.74 -1.49
H -3.27 2.69 -0.49
H -3.09 2.65 0.94
O -2.67 2.28 0.15
H 2.90 -2.83 -0.95
H 3.80 -2.25 -2.20
O 3.68 -2.91 -1.50
H 0.33 0.93 3.39
H -0.58 2.08 3.48
O -0.61 1.11 3.55
H 1.92 0.40 1.49
H 2.59 0.50 2.96
O 1.94 0.06 2.39
H 2.66 0.88 -2.93
H 3.12 0.35 -1.63
O 2.51 0.11 -2.35
H -0.51 4.39 1.04
H 0.22 3.76 2.32
O -0.61 4.05 1.93
H -2.15 -3.49 2.08
H -0.73 -2.69 2.36
O -1.69 -2.65 1.99

Values from the calculation:
orbital gap = 9.816 eV
charge = +1
E_LUMO = -2.76 eV
electronic energy = -1184.366858 Ha

Results of the Löwdin charge analysis, in e, for atoms 1 through 5: number 1, N, carries 0.17; number 2, C, carries -0.11; number 3, C, carries -0.43; number 4, N, carries 0.09; number 5, C, carries -0.17

---

Molecular formula: C3H36NO16
Method: DFT, ωB97M-V/def2-TZVPD

Cartesian coordinates (Å):
C 1.77 -1.91 0.18
O 0.85 -2.23 1.24
C 1.32 -0.77 -0.78
C 0.97 0.53 0.21
O 0.01 1.28 -0.50
N 2.46 -0.40 -1.65
H 1.91 -2.81 -0.49
H 2.59 -1.67 0.85
H 0.42 -0.92 -1.44
H 0.52 0.06 1.07
H 1.79 1.23 0.36
H -0.84 0.75 -0.77
H 2.40 -1.06 -2.43
H 2.23 0.55 -2.02
H 0.50 1.68 3.24
H 0.08 0.30 3.89
O 0.13 1.26 4.04
H 0.50 2.99 -3.41
H 0.22 1.51 -3.43
O 0.95 2.12 -3.47
H 2.80 -3.19 2.73
H 3.07 -4.69 2.94
O 3.50 -3.86 2.78
H -1.78 2.81 0.64
H -2.41 1.57 -0.09
O -2.46 2.53 -0.01
H -3.11 -0.12 -1.11
H -1.59 -1.43 -0.53
O -2.17 -0.10 -1.06
H 1.35 3.45 -1.43
H -0.12 3.54 -1.02
O 0.64 4.05 -1.19
H -1.41 -2.90 -1.09
H -0.13 -2.15 1.05
O -1.37 -2.42 -0.28
H 0.88 -1.30 2.63
H 0.74 -2.10 3.89
O 1.04 -1.27 3.58
H -1.51 1.36 4.20
H -2.18 0.61 2.89
O -2.38 1.21 3.69
H 6.17 -1.76 1.13
H 5.30 -2.34 2.26
O 5.90 -1.60 2.08
H -3.15 -0.70 -4.20
H -2.36 -2.09 -4.81
O -3.16 -1.60 -4.59
H -2.07 1.49 -3.41
H -1.89 0.21 -2.43
O -1.78 0.59 -3.39
H -2.61 -1.21 2.03
H -2.24 -0.41 0.79
O -2.00 -0.52 1.75
H -2.53 4.51 -1.28
H -2.89 3.23 -1.74
O -2.86 4.10 -2.09

Values from the calculation:
orbital gap (alpha / beta) = 9.538 / 3.729 eV
E_LUMO (alpha / beta) = -0.36 / -6.17 eV
electronic energy = -1394.294194 Ha
multiplicity = 2

Results of the Löwdin charge analysis, in e, for atoms 1 through 5: number 1, C, carries -0.13; number 2, O, carries -0.13; number 3, C, carries -0.24; number 4, C, carries -0.03; number 5, O, carries 0.08

---

Molecular formula: C54H72N12O18
Method: DFT, ωB97M-V/def2-TZVPD

Cartesian coordinates (Å):
C -5.06 0.43 -6.05
C -5.77 0.14 -4.84
C -5.05 -0.37 -3.77
C -3.67 -0.43 -3.83
C -2.94 -0.04 -4.95
C -3.63 0.30 -6.10
N -2.86 -1.05 -2.76
O -1.65 -0.86 -2.80
O -3.41 -1.76 -1.96
H -5.57 0.76 -6.89
H -6.88 0.19 -4.83
H -5.55 -0.58 -2.82
H -1.86 -0.14 -4.88
H -3.11 0.65 -6.97
C 1.29 6.09 -3.12
C 0.78 4.85 -2.97
C 1.33 4.02 -2.01
C 2.38 4.46 -1.23
C 2.94 5.73 -1.37
C 2.40 6.55 -2.39
N 2.99 3.54 -0.25
O 4.16 3.62 0.01
O 2.25 2.71 0.27
H 0.98 6.79 -3.88
H 0.01 4.51 -3.69
H 0.97 3.06 -1.78
H 3.67 6.16 -0.65
H 2.79 7.54 -2.56
C 1.70 1.56 4.38
C 0.68 0.90 3.67
C -0.53 0.72 4.33
C -0.69 1.06 5.65
C 0.36 1.53 6.40
C 1.60 1.76 5.80
N -2.06 1.01 6.16
O -2.92 0.40 5.54
O -2.27 1.74 7.12
H 2.68 1.68 3.89
H 0.77 0.69 2.63
H -1.38 0.33 3.73
H 0.31 1.71 7.52
H 2.49 1.99 6.44
C 5.36 0.14 -0.45
C 4.60 0.05 0.73
C 4.41 -1.22 1.32
C 4.90 -2.33 0.65
C 5.70 -2.23 -0.50
C 5.88 -0.98 -1.07
N 4.71 -3.69 1.35
O 4.82 -4.61 0.57
O 4.52 -3.73 2.55
H 5.50 1.07 -0.95
H 4.11 0.94 1.16
H 3.85 -1.21 2.26
H 6.06 -3.18 -0.92
H 6.48 -0.91 -1.95
C 3.94 -2.50 -3.45
C 2.95 -3.02 -2.63
C 1.65 -3.23 -3.11
C 1.33 -2.75 -4.36
C 2.29 -2.12 -5.18
C 3.62 -2.08 -4.76
N -0.04 -2.88 -4.94
O -0.78 -3.64 -4.37
O -0.37 -2.15 -5.86
H 4.98 -2.53 -3.14
H 3.39 -3.37 -1.73
H 0.92 -3.69 -2.43
H 1.91 -1.74 -6.10
H 4.43 -1.70 -5.39
C 0.99 1.44 -4.65
C 1.52 2.48 -5.37
C 2.78 2.97 -5.09
C 3.60 2.31 -4.21
C 3.15 1.24 -3.50
C 1.80 0.85 -3.65
N 4.98 2.74 -3.97
O 5.40 2.68 -2.84
O 5.72 2.96 -4.90
H -0.05 1.16 -4.76
H 1.02 2.95 -6.18
H 3.15 3.74 -5.75
H 3.72 0.80 -2.70
H 1.34 0.12 -2.92
C -3.26 2.41 2.34
C -2.73 3.72 1.68
O -3.47 4.68 1.60
N -1.43 3.74 1.22
C -0.88 4.89 0.54
H -4.33 2.43 2.22
H -3.08 2.32 3.39
H -2.73 1.54 1.97
H -0.91 2.86 1.18
H 0.16 4.99 0.82
H -1.48 5.74 0.85
H -0.99 4.75 -0.54
C 1.93 -6.29 0.85
C 1.19 -5.10 1.47
O 1.23 -4.01 0.83
N 0.54 -5.19 2.62
C 0.50 -6.49 3.32
H 2.88 -6.31 1.38
H 2.04 -6.12 -0.21
H 1.36 -7.20 1.07
H 0.30 -4.36 3.16
H 1.50 -6.86 3.56
H -0.08 -7.14 2.71
H -0.01 -6.39 4.31
C -4.78 -3.07 4.71
C -5.32 -2.07 5.68
O -5.07 -2.06 6.87
N -6.12 -1.17 5.11
C -6.59 0.00 5.76
H -5.09 -4.03 4.95
H -3.70 -3.05 4.57
H -5.19 -2.85 3.73
H -5.99 -1.10 4.11
H -7.51 0.33 5.34
H -5.88 0.80 5.94
H -6.87 -0.32 6.73
C -1.11 -2.44 6.50
C -0.18 -2.86 5.36
O -0.66 -3.38 4.36
N 1.08 -2.50 5.50
C 1.98 -2.53 4.33
H -0.53 -2.01 7.35
H -1.86 -3.20 6.72
H -1.63 -1.59 6.04
H 1.52 -2.37 6.39
H 1.43 -2.22 3.43
H 2.36 -3.53 4.11
H 2.86 -1.95 4.60
C -3.87 3.79 -5.60
C -2.72 3.19 -4.74
O -1.60 2.99 -5.16
N -3.06 2.83 -3.49
C -2.13 2.20 -2.52
H -4.83 3.36 -5.47
H -3.63 3.46 -6.63
H -3.96 4.92 -5.52
H -4.02 2.88 -3.18
H -1.67 2.94 -1.83
H -1.35 1.73 -3.07
H -2.68 1.40 -2.02
C -1.87 -1.71 1.35
C -0.87 -0.78 0.75
O -1.13 0.46 0.53
N 0.36 -1.29 0.48
C 1.38 -0.38 -0.03
H -1.42 -2.58 1.88
H -2.57 -2.00 0.52
H -2.48 -1.15 2.04
H 0.63 -2.33 0.66
H 0.93 0.51 -0.55
H 2.07 -0.94 -0.67
H 2.10 -0.06 0.70

Values from the calculation:
orbital gap = 8.424 eV
E_LUMO = -0.58 eV
electronic energy = -4111.790654 Ha
structure (SMILES) = O=[N+]([O-])c1ccccc1.O=[N+]([O-])c1ccccc1.O=[N+]([O-])c1ccccc1.O=[N+]([O-])c1ccccc1.O=[N+]([O-])c1ccccc1.O=[N+]([O-])c1ccccc1.CNC(C)=O.CNC(C)=O.CNC(C)=O.CNC(C)=O.CNC(C)=O.CNC(C)=O

Results of the Löwdin charge analysis, in e, for atoms 1 through 5: number 1, C, carries -0.04; number 2, C, carries -0.05; number 3, C, carries -0.02; number 4, C, carries -0.16; number 5, C, carries -0.01

---

Molecular formula: H7N4OP
Method: DFT, ωB97M-V/def2-TZVPD

Cartesian coordinates (Å):
N 0.51 0.28 -1.57
N -3.00 0.20 0.94
N 0.23 -0.94 -0.91
N -1.90 -0.05 0.15
O 3.17 -0.54 1.38
P -1.17 -1.39 -0.11
H 2.63 -0.46 0.58
H 0.20 0.32 -2.52
H -2.99 -0.53 1.63
H -2.86 1.11 1.40
H 0.80 -1.70 -1.33
H -0.25 0.90 -1.23
H 3.11 0.17 2.09

Values from the calculation:
orbital gap = 8.894 eV
E_LUMO = 0.61 eV
electronic energy = -639.717544 Ha
structure (SMILES) = N/N=P/NN.O

Results of the Löwdin charge analysis, in e, for atoms 1 through 5: number 1, N, carries -0.06; number 2, N, carries -0.10; number 3, N, carries -0.42; number 4, N, carries -0.45; number 5, O, carries -0.10

---

Molecular formula: C4H8O2
Method: DFT, ωB97M-V/def2-TZVPD

Cartesian coordinates (Å):
C 1.59 0.02 -0.18
C 0.23 -0.10 0.47
O 0.38 -0.61 1.74
C -0.87 -0.70 -0.97
O -1.09 0.71 -1.06
C -0.81 0.98 0.28
H 1.37 -0.73 -0.93
H 2.44 -0.31 0.43
H 1.79 0.98 -0.67
H -0.49 -0.65 2.15
H -1.79 -1.23 -0.69
H -0.66 -1.04 -2.01
H -1.65 0.68 0.94
H -0.55 2.02 0.45

Values from the calculation:
orbital gap = 9.792 eV
E_LUMO = 0.81 eV
electronic energy = -307.580180 Ha

Results of the Löwdin charge analysis, in e, for atoms 1 through 5: number 1, C, carries -0.01; number 2, C, carries -0.41; number 3, O, carries 0.04; number 4, C, carries -0.07; number 5, O, carries -0.15

---

Molecular formula: C4H12N2O
Method: DFT, ωB97M-V/def2-TZVPD

Cartesian coordinates (Å):
N 0.04 -1.35 -2.50
C 0.84 -1.74 -1.33
C 0.43 -1.25 0.06
N -0.17 0.11 -0.01
C -0.35 0.66 1.35
C -0.63 2.16 1.41
O 0.42 2.98 0.93
H 0.30 3.03 -0.06
H -0.60 -2.15 -2.66
H -0.41 -0.43 -2.25
H 0.90 -2.84 -1.19
H 1.79 -1.42 -1.54
H 1.38 -1.20 0.64
H -0.29 -1.97 0.61
H -0.97 -0.05 -0.66
H 0.52 0.40 1.95
H -1.16 0.11 1.78
H -1.51 2.51 1.02
H -0.54 2.46 2.47

Values from the calculation:
orbital gap = 9.865 eV
E_LUMO = 0.93 eV
electronic energy = -344.291891 Ha
structure (SMILES) = NCCNCCO

Results of the Löwdin charge analysis, in e, for atoms 1 through 5: number 1, N, carries -0.01; number 2, C, carries -0.30; number 3, C, carries -0.25; number 4, N, carries -0.09; number 5, C, carries -0.21

---

Molecular formula: C34H24N8O7
Method: DFT, ωB97M-V/def2-TZVPD

Cartesian coordinates (Å):
C -0.48 -3.04 0.91
O -0.06 -1.66 1.15
C 0.18 -0.79 0.14
C 1.00 -1.27 -1.00
C 0.89 -0.71 -2.29
C 1.84 -1.01 -3.26
C 2.89 -1.89 -2.98
C 2.94 -2.54 -1.74
C 1.97 -2.27 -0.77
C -0.70 0.35 0.03
N -0.44 1.63 -0.32
C 0.74 2.38 -0.59
C 0.76 3.17 -1.74
C 1.96 3.83 -2.07
C 3.09 3.66 -1.26
C 3.03 2.86 -0.10
C 1.78 2.43 0.33
N -1.59 2.33 -0.58
C -2.58 1.52 -0.31
C -3.97 1.89 -0.56
C -5.09 1.29 0.07
C -6.38 1.67 -0.31
C -6.58 2.66 -1.28
C -5.47 3.30 -1.87
C -4.18 2.94 -1.49
N -2.08 0.29 0.18
C -2.86 -0.91 0.10
C -3.24 -1.53 1.28
C -4.12 -2.62 1.21
C -4.58 -3.07 -0.03
C -4.16 -2.45 -1.21
C -3.28 -1.36 -1.14
H -1.14 -3.25 1.75
H -1.02 -3.13 -0.04
H 0.39 -3.71 0.94
H 0.05 -0.04 -2.49
H 1.79 -0.52 -4.24
H 3.68 -2.08 -3.70
H 3.72 -3.28 -1.53
H 1.98 -2.79 0.19
H -0.14 3.28 -2.35
H 2.01 4.45 -2.97
H 4.04 4.14 -1.53
H 3.91 2.69 0.51
H 1.57 2.11 1.36
H -4.92 0.52 0.83
H -7.24 1.18 0.17
H -7.59 2.93 -1.58
H -5.62 4.07 -2.63
H -3.31 3.42 -1.92
H -2.85 -1.16 2.23
H -4.45 -3.10 2.13
H -5.27 -3.92 -0.09
H -4.50 -2.79 -2.19
H -2.94 -0.83 -2.04
O 5.85 -1.59 5.16
N 5.59 -1.45 3.97
C 4.53 -0.95 3.24
C 4.89 -1.03 1.88
N 6.12 -1.60 1.73
O 6.55 -1.85 3.01
C 3.97 -0.55 0.87
N 4.44 -0.19 -0.47
O 5.22 -0.91 -1.11
O 4.00 0.89 -0.96
C 2.62 -0.29 1.21
C 2.29 -0.32 2.57
N 1.15 0.20 3.20
O 0.09 0.65 2.76
O 1.43 0.28 4.56
N 2.71 -0.19 4.85
C 3.22 -0.55 3.63
H 1.97 0.24 0.51

Values from the calculation:
orbital gap = 4.744 eV
E_LUMO = -1.63 eV
electronic energy = -2274.233382 Ha

Results of the Löwdin charge analysis, in e, for atoms 1 through 5: number 1, C, carries -0.04; number 2, O, carries -0.15; number 3, C, carries -0.29; number 4, C, carries -0.18; number 5, C, carries -0.03

---

Molecular formula: C16H24N2O4
Method: DFT, ωB97M-V/def2-TZVPD

Cartesian coordinates (Å):
C -0.53 2.38 -1.99
H -0.12 3.30 -1.81
C 0.25 1.19 -2.52
C 1.47 1.00 -1.70
H 2.28 1.01 -2.39
H 1.75 1.92 -1.07
C 1.54 -0.12 -0.83
C 1.30 -1.65 -1.70
C 2.55 -1.88 -2.63
C 2.24 -1.51 -3.98
H 2.04 -0.72 -4.17
H 1.47 -2.31 -4.49
H 3.02 -1.58 -4.68
H 3.47 -1.31 -2.18
H 2.80 -2.89 -2.53
H 0.60 -1.62 -2.17
H 1.35 -2.23 -0.81
C 0.12 -0.13 -0.08
O -1.10 -0.71 -0.49
N 0.29 0.33 1.19
N -0.96 0.49 1.91
C -1.24 1.69 2.13
O -2.30 1.95 2.88
O -0.57 2.62 1.43
C -1.38 3.76 1.32
H -1.32 4.28 2.55
H -0.54 4.74 0.88
H -2.23 3.88 1.02
C -1.30 -0.62 2.59
C -2.73 -0.72 3.05
C -3.25 -2.06 3.55
C -2.46 -3.02 3.64
C -1.05 -2.97 3.38
C -0.60 -1.64 2.73
H 0.47 -1.63 2.44
H -0.34 -3.96 3.55
H -2.90 -3.97 4.11
H -4.04 -1.99 4.01
H -3.39 0.02 2.84
H 1.25 0.53 1.43
O 2.48 -0.17 0.29
H 3.53 -0.49 -0.28
H 0.79 1.68 -3.68
H -0.22 0.53 -2.85
H -1.39 2.48 -2.88
H -1.09 2.11 -1.00

Values from the calculation:
orbital gap = 8.139 eV
E_LUMO = -0.04 eV
electronic energy = -1033.878609 Ha

Results of the Löwdin charge analysis, in e, for atoms 1 through 5: number 1, C, carries -0.10; number 2, H, carries 0.03; number 3, C, carries -0.21; number 4, C, carries -0.21; number 5, H, carries 0.10

---

For reference, relative energy (zero: lowest compared OMol25 entry of this formula, charge and spin) by record: 266.44; 196.34; 0.00; 323.53; 347.22; 244.52; 25.67; 1969.15 kJ/mol.